49
Properties=species:S:1:pos:R:3:forces:R:3 method="wB97M-V/def2-TZVPD" e_lumo_ev=-3.35 de_lowest_kj_mol=52.57 energy_ev=-37921.227 charge=+1 homo_ev=-10.0 orbital_gap_ev=6.683
Pt -0.0204 0.4320 0.4138 0.03 0.75 0.62
C 4.2649 0.3835 -0.0592 -0.02 -0.04 -0.06
C 2.8960 0.4406 -0.3498 0.01 0.00 0.03
N 1.9775 0.2454 0.5741 0.07 0.35 0.13
C 2.3398 -0.0821 1.8576 -0.11 -0.23 0.07
C 3.6959 -0.1197 2.2296 -0.06 -0.03 -0.02
C 4.6570 0.1344 1.2255 0.00 -0.03 0.05
C 4.0280 -0.4361 3.5655 0.02 -0.01 -0.02
C 3.0248 -0.7376 4.4379 0.08 -0.02 0.05
C 1.6690 -0.7565 4.0585 -0.07 0.01 -0.09
C 1.2840 -0.4324 2.7718 0.22 0.05 -0.13
N 0.0218 -0.4159 2.2083 -0.03 -0.40 -0.20
C -1.2184 -0.4631 2.8138 -0.20 0.04 -0.13
C -1.5523 -0.7869 4.1152 0.07 0.02 -0.08
C -2.8937 -0.7944 4.5422 -0.08 -0.02 0.06
C -3.9347 -0.5193 3.7057 -0.02 0.00 -0.02
C -3.6569 -0.2115 2.3557 0.06 -0.04 -0.02
C -4.6577 0.0079 1.3836 -0.01 -0.03 0.05
C -4.3173 0.2360 0.0794 0.02 -0.04 -0.07
C -2.9607 0.3089 -0.2628 -0.01 -0.01 0.04
N -2.0058 0.1568 0.6324 -0.11 0.41 0.13
C -2.3154 -0.1514 1.9338 0.13 -0.24 0.05
H 4.9811 0.5466 -0.8509 0.00 0.00 0.00
H 2.5362 0.6653 -1.3463 0.02 0.00 0.01
H 5.7074 0.1048 1.4858 0.01 0.00 0.00
H 5.0654 -0.4556 3.8687 0.01 0.00 0.00
H 3.2658 -0.9994 5.4595 0.01 0.01 0.01
H 0.9576 -1.0551 4.8050 0.00 0.00 -0.02
H -0.8084 -1.0615 4.8389 0.00 0.00 -0.01
H -3.0922 -1.0542 5.5734 -0.01 0.01 0.01
H -4.9595 -0.5552 4.0475 -0.01 0.00 0.00
H -5.6974 -0.0377 1.6824 -0.01 0.00 0.00
H -5.0652 0.3614 -0.6901 -0.01 0.00 0.00
H -2.6413 0.5056 -1.2791 -0.02 0.00 0.01
N -3.7786 4.5682 -0.7320 -0.02 -0.05 -0.05
C -2.6296 5.2504 -0.9529 0.01 0.04 0.01
O -2.6107 6.4244 -1.2484 0.01 -0.01 -0.01
C -1.3296 4.4955 -0.8092 0.03 -0.04 0.01
C -0.1541 5.2320 -0.8809 0.00 0.00 0.02
C 1.0551 4.5756 -0.7493 -0.02 -0.02 -0.01
C 1.0557 3.2071 -0.5550 -0.01 0.04 -0.02
N -0.0693 2.4862 -0.4930 0.03 -0.69 -0.51
C -1.2349 3.1279 -0.6223 -0.03 0.08 -0.02
H -4.6425 5.0728 -0.8403 0.00 0.00 0.01
H -3.8143 3.6048 -0.4600 -0.01 0.01 0.05
H -0.2194 6.3005 -1.0358 -0.01 0.00 0.00
H 1.9936 5.1085 -0.7966 0.00 0.00 0.01
H 1.9834 2.6672 -0.4426 -0.01 0.04 0.03
H -2.1142 2.5042 -0.5733 0.01 0.05 0.02

49
Properties=species:S:1:pos:R:3:forces:R:3 method="wB97M-V/def2-TZVPD" e_lumo_ev=-4.02 de_lowest_kj_mol=196.87 energy_ev=-37919.732 charge=+1 homo_ev=-9.9 orbital_gap_ev=5.866
Pt -0.5790 0.9588 -0.2440 -0.33 -0.57 3.56
C -4.8833 1.8528 -0.5353 -0.14 -0.10 0.36
C -3.5067 1.8477 -0.7576 0.27 0.07 -0.19
N -2.6526 1.2012 0.0154 0.79 -0.46 -0.97
C -3.1003 0.5175 1.1038 -0.31 -0.64 0.89
C -4.4919 0.4387 1.3734 0.21 -0.03 0.01
C -5.3775 1.1332 0.5217 0.34 0.09 -0.21
C -4.9542 -0.3317 2.4619 0.13 -0.17 0.22
C -4.0555 -0.9949 3.2564 -0.64 0.27 -0.32
C -2.6842 -0.8956 3.0349 0.73 0.30 -0.39
C -2.1527 -0.1419 1.9840 -1.14 -0.14 0.41
N -0.8447 0.0720 1.7031 0.40 1.86 -2.36
C 0.3329 -0.4371 2.1470 0.78 -0.39 0.29
C 0.5344 -1.3454 3.1885 -0.59 0.43 -0.36
C 1.7941 -1.8526 3.4967 0.73 0.09 -0.31
C 2.9043 -1.4916 2.7781 -0.16 -0.21 0.20
C 2.7823 -0.5597 1.7265 -0.09 0.11 0.12
C 3.8882 -0.1618 0.9427 -0.30 0.18 -0.07
C 3.7346 0.8227 0.0020 0.10 0.03 0.29
C 2.4711 1.3858 -0.1794 -0.16 0.10 -0.12
N 1.4019 0.9626 0.4712 -0.72 -0.64 -1.17
C 1.5155 0.0061 1.4315 0.14 -0.65 0.84
H -5.5306 2.4033 -1.1993 -0.01 0.03 -0.05
H -3.0891 2.3846 -1.5985 0.06 -0.10 -0.05
H -6.4384 1.0849 0.7104 -0.13 -0.01 0.05
H -6.0145 -0.3876 2.6541 -0.09 0.00 0.00
H -4.4047 -1.5970 4.0828 -0.02 0.00 0.04
H -2.0398 -1.4068 3.7265 0.04 0.04 -0.03
H -0.2879 -1.6919 3.7857 -0.06 0.04 -0.03
H 1.8852 -2.5526 4.3134 0.01 -0.05 0.06
H 3.8752 -1.8982 3.0134 0.10 -0.04 0.00
H 4.8474 -0.6350 1.0974 0.06 -0.01 0.06
H 4.5644 1.1693 -0.5919 0.06 0.08 -0.05
H 2.3169 2.1977 -0.8802 -0.05 -0.16 -0.13
N 2.4827 1.9326 -4.8575 -0.02 0.39 -0.23
C 2.7962 0.6417 -4.6251 -0.10 0.03 0.17
O 3.6644 0.0615 -5.2334 0.14 -0.21 -0.05
C 2.0347 -0.0510 -3.5258 0.06 -0.34 0.15
C 2.5564 -1.2572 -3.0566 -0.22 0.27 0.00
C 1.8828 -1.9441 -2.0602 -0.11 0.12 -0.19
C 0.7311 -1.3865 -1.5343 -0.06 -0.30 0.08
N 0.2355 -0.2208 -1.9639 -0.10 0.72 -0.17
C 0.8606 0.4182 -2.9530 0.31 0.02 -0.37
H 2.9619 2.3909 -5.6162 -0.02 0.00 0.03
H 1.7635 2.4389 -4.3789 -0.02 -0.03 0.03
H 3.4759 -1.6250 -3.4870 0.03 -0.05 -0.09
H 2.2342 -2.9036 -1.7147 0.01 -0.03 0.12
H 0.1779 -1.8837 -0.7431 0.05 0.10 -0.03
H 0.3815 1.3308 -3.2864 0.04 -0.03 -0.03

55
Properties=species:S:1:pos:R:3:forces:R:3 method="wB97M-V/def2-TZVPD" e_lumo_ev=0.18 energy_ev=-51238.988 charge=-1 homo_ev=-3.1 orbital_gap_ev=3.288
N 2.2032 -3.2419 -0.0795 -0.17 -0.18 0.02
C 0.8705 -2.8798 -0.2532 0.40 0.17 -0.07
C -0.1406 -3.8356 -0.4572 -0.25 0.06 0.10
C -1.4750 -3.4809 -0.5813 0.04 0.22 0.02
C -1.8502 -2.1421 -0.5319 -0.16 0.06 -0.01
C -0.8778 -1.1698 -0.3422 0.14 -0.12 0.12
C 0.4505 -1.5346 -0.1905 -0.41 -0.04 -0.15
H 2.6565 -3.0369 -0.9647 0.45 0.18 0.24
H 0.1698 -4.8663 -0.5115 0.04 -0.22 0.02
H -2.2419 -4.2311 -0.7157 -0.02 -0.19 -0.07
H -2.8842 -1.8472 -0.6483 -0.15 -0.05 0.02
H -1.1515 -0.1256 -0.3074 -0.05 0.05 -0.01
H 1.1959 -0.7712 -0.0237 0.22 0.06 0.02
C -1.1452 -1.5014 -3.9949 -0.10 -0.23 -0.02
C -0.5701 -0.2912 -4.0756 -0.07 -0.25 0.20
C -0.3277 0.3969 -5.3911 -0.06 -0.07 -0.33
O 0.1831 1.5033 -5.3734 0.04 0.04 0.15
C -0.7128 -0.2896 -6.6126 0.07 0.17 -0.02
C -1.2842 -1.4966 -6.5330 0.07 0.13 -0.22
C -1.5478 -2.1744 -5.2125 0.09 0.11 0.46
O -2.0914 -3.2640 -5.2569 -0.05 -0.07 -0.21
O -1.6678 -2.1970 -7.5946 -0.03 -0.03 0.03
O -0.1732 0.3857 -3.0106 0.06 0.19 -0.08
H -1.3184 -1.9997 -3.0470 0.06 0.05 0.02
H -0.5220 0.2049 -7.5546 -0.01 -0.01 -0.01
H -2.0461 -3.0232 -7.2335 -0.02 -0.05 0.07
H 0.2164 1.2147 -3.3406 0.01 0.02 -0.07
C 3.6165 -0.2809 4.3580 0.04 0.01 -0.08
C 2.7721 -0.1270 5.3809 0.24 0.13 -0.05
C 1.4920 -0.9060 5.4903 -0.29 -0.41 -0.35
O 0.8054 -0.6923 6.4863 0.05 0.19 0.21
C 1.1606 -1.8264 4.4445 -0.04 0.24 0.41
C 1.9958 -2.0024 3.3882 -0.29 -0.34 -0.28
C 3.3021 -1.2334 3.2946 0.14 0.17 0.12
O 4.0365 -1.4328 2.3538 0.02 -0.06 -0.01
O 1.7200 -2.8222 2.4207 0.44 0.37 1.03
O 2.9824 0.7186 6.3916 0.01 0.03 0.05
H 4.5405 0.2748 4.2786 0.00 0.00 0.00
H 0.2282 -2.3658 4.5272 0.01 -0.04 -0.08
H 2.4139 -2.8087 1.6819 -0.37 -0.32 -1.23
H 2.2065 0.6055 6.9755 -0.10 -0.08 0.01
C -2.0244 3.1555 1.6434 0.00 -0.11 -0.11
C -2.1175 4.2487 2.4098 -0.11 -0.23 0.02
C -1.3334 5.4988 2.1171 0.27 0.11 -0.25
O -1.4966 6.4525 2.8580 -0.11 -0.04 0.13
C -0.4319 5.5005 0.9809 -0.04 0.14 0.10
C -0.3333 4.4055 0.2144 0.14 0.22 0.01
C -1.1386 3.1630 0.4907 -0.28 -0.18 0.34
O -1.0032 2.2242 -0.2672 0.14 0.20 -0.20
O 0.4670 4.3221 -0.8371 -0.05 -0.08 -0.02
O -2.9016 4.3263 3.4800 0.02 0.09 -0.02
H -2.5836 2.2524 1.8439 0.01 0.00 0.02
H 0.1393 6.3976 0.7894 0.01 -0.01 -0.02
H 0.3407 3.4226 -1.1972 0.00 -0.07 0.00
H -2.7730 5.2239 3.8401 0.02 0.05 0.01

56
Properties=species:S:1:pos:R:3:forces:R:3 method="wB97M-V/def2-TZVPD" e_lumo_ev=-6.85 energy_ev=-85581.592 charge=+2 homo_ev=-13.0 orbital_gap_ev=6.181
Ru 0.1310 -0.8469 0.8299 -0.25 -0.76 0.15
N 0.5857 -4.3468 -1.1779 -0.05 0.19 -0.18
C 1.8891 -4.8858 -0.9885 0.10 -0.10 0.05
C 2.0930 -6.2427 -1.1668 -0.06 0.07 0.02
C 3.3531 -6.7816 -0.9579 0.14 0.01 0.05
C 4.3977 -5.9691 -0.5414 -0.04 -0.12 -0.06
C 4.1875 -4.6122 -0.3461 -0.10 0.04 0.00
C 2.9359 -4.0678 -0.5906 0.14 -0.23 0.04
S 2.7423 -2.3222 -0.4633 0.17 0.19 -0.13
N 1.0464 -2.2072 -0.3659 -0.23 0.25 0.33
C 0.2214 -3.1274 -0.7683 0.14 -0.11 0.00
C -1.2016 -2.7123 -0.7852 -0.02 -0.01 -0.23
C -2.2409 -3.4624 -1.2952 0.00 0.11 -0.03
C -3.4970 -2.8761 -1.3930 -0.03 -0.05 0.00
C -3.6713 -1.5694 -0.9769 0.03 0.10 0.04
C -2.5937 -0.8884 -0.4327 -0.07 -0.09 0.04
N -1.3907 -1.4515 -0.3351 -0.07 -0.10 -0.02
H -0.1253 -4.9871 -1.4901 0.03 0.01 -0.01
H 1.2705 -6.8807 -1.4686 0.00 0.01 0.00
H 3.5131 -7.8394 -1.1129 0.00 0.01 0.01
H 5.3805 -6.3854 -0.3708 -0.01 -0.02 0.00
H 5.0029 -3.9769 -0.0228 -0.03 0.01 0.01
H -2.0943 -4.4786 -1.6328 0.00 0.01 0.01
H -4.3279 -3.4394 -1.7955 0.00 0.00 0.00
H -4.6310 -1.0786 -1.0499 0.00 -0.01 0.01
H -2.6852 0.1162 -0.0414 -0.02 0.01 0.01
F -0.0995 -1.4632 4.5212 0.02 -0.07 0.00
B 0.0030 -1.2626 3.2293 0.02 0.27 -0.07
F -0.2236 -2.3849 2.3442 -0.02 -0.04 -0.02
F 1.2566 -0.7344 2.7270 0.02 0.00 0.06
F -0.9534 -0.2831 2.6645 0.13 0.04 0.19
S -0.2861 1.5048 -2.0413 -0.16 0.01 -0.04
P -0.1753 2.7072 -0.4040 0.49 0.34 -0.03
S 0.8574 0.8589 -0.3035 0.02 0.15 -0.08
C -1.5769 3.1091 0.5865 -0.12 -0.14 -0.05
C -1.9305 2.4165 1.7427 -0.01 0.00 -0.01
C -3.0419 2.8338 2.4585 0.03 -0.03 0.00
C -3.7882 3.9158 2.0142 -0.02 0.04 0.00
C -3.4290 4.6034 0.8591 -0.02 0.03 0.02
C -2.3148 4.2148 0.1406 0.00 0.00 0.02
C 0.9245 4.0796 -0.5825 -0.16 -0.03 -0.07
C 1.4067 4.4649 -1.8327 0.11 -0.05 -0.10
C 2.2327 5.5733 -1.9239 -0.02 -0.04 0.00
C 2.5820 6.2721 -0.7766 0.00 0.00 0.04
C 2.1082 5.8772 0.4711 -0.01 0.02 -0.01
C 1.2666 4.7867 0.5756 -0.06 0.06 0.08
H -1.3446 1.5843 2.1000 0.00 0.06 -0.01
H -3.3155 2.3181 3.3687 0.00 0.00 0.00
H -4.6516 4.2394 2.5802 -0.01 -0.01 -0.01
H -4.0112 5.4519 0.5270 0.00 0.00 0.00
H -2.0215 4.7707 -0.7422 0.01 -0.02 -0.01
H 1.1454 3.9095 -2.7246 -0.01 0.01 0.01
H 2.6030 5.8908 -2.8887 -0.01 -0.01 0.00
H 3.2264 7.1377 -0.8524 0.01 -0.01 0.00
H 2.3857 6.4300 1.3579 0.00 -0.01 0.00
H 0.8746 4.4974 1.5438 0.00 -0.01 -0.01